ORCA calculation (ωB97M-V/def2-TZVPD) on a structure of composition C18H21F6N6O5OsS2 in a non-equilibrium geometry.

As for the calculated total energy: -2889.2863 Ha. The orbital gap (spin up / spin down) is 5.33 / 5.49 eV. Its spin multiplicity is 2. As for the expectation value of S²: 0.756. The largest force on an atom is 2.34 eV/A. The value obtained for the LUMO energy (spin up / spin down) is -0.044 / -0.038 Ha. For the energy relative to the best compared isomer or geometry (same formula, charge and spin), the calculation gives 3.009 eV.

Each line ends with the Löwdin charge.
Element x y z (Å)
Os1 0.18 0.75 0.30  1.410
F1 2.06 -1.91 -3.52  0.124
C1 2.38 -0.61 -3.67  -0.642
F2 1.25 0.02 -3.98  0.127
F3 3.21 -0.52 -4.71  0.156
S1 3.12 0.08 -2.07  0.602
O1 2.12 -0.25 -1.09  -0.383
O2 4.37 -0.60 -1.96  -0.238
N1 3.26 1.60 -2.40  -0.273
S2 2.26 2.67 -1.83  0.609
O3 2.84 3.59 -0.91  -0.240
O4 0.94 2.19 -1.50  -0.398
C2 1.91 3.64 -3.41  -0.657
F4 1.01 4.60 -3.18  0.144
F5 1.39 2.81 -4.31  0.129
F6 2.99 4.20 -3.93  0.157
N2 -0.93 -3.77 -2.51  0.137
C3 -1.05 -2.41 -2.52  -0.363
C4 -0.40 -1.61 -1.57  -0.097
N3 -0.58 -0.30 -1.53  -0.067
C5 -1.34 0.25 -2.48  -0.136
C6 -1.96 -0.54 -3.43  -0.091
N4 -1.85 -1.86 -3.43  0.147
H1 -0.08 -4.15 -2.15  0.098
H2 -1.31 -4.22 -3.33  0.104
H3 0.32 -2.03 -0.87  0.105
H4 -1.42 1.33 -2.50  0.117
H5 -2.58 -0.11 -4.20  0.116
C7 -0.07 3.06 3.20  -0.066
C8 -1.32 2.40 2.75  -0.401
C9 -2.54 2.37 3.46  -0.086
C10 -3.45 1.73 2.64  -0.083
C11 -2.75 1.39 1.46  -0.411
C12 -3.32 0.75 0.26  -0.064
N5 -1.46 1.79 1.55  -0.040
H6 -0.26 3.68 4.08  0.076
H7 0.34 3.68 2.39  0.077
H8 0.69 2.32 3.45  0.040
H9 -2.71 2.78 4.44  0.088
H10 -4.49 1.53 2.82  0.090
H11 -4.35 1.07 0.11  0.081
H12 -3.31 -0.34 0.37  0.064
H13 -2.73 1.01 -0.61  0.032
O5 -1.09 -1.14 1.23  -0.177
N6 -0.54 -2.03 2.00  -0.185
C13 -0.06 -1.67 3.22  0.003
C14 0.62 -2.57 4.00  -0.022
C15 0.81 -3.88 3.55  -0.039
C16 0.24 -4.24 2.33  -0.032
C17 -0.42 -3.31 1.58  -0.003
H14 -0.24 -0.64 3.48  0.139
H15 1.00 -2.27 4.96  0.120
H16 1.36 -4.59 4.14  0.112
H17 0.32 -5.26 1.97  0.115
H18 -0.89 -3.53 0.64  0.129
C18 1.88 0.74 1.67  -0.224
H19 2.65 0.15 1.19  -0.009
H20 1.73 0.38 2.69  -0.019
H21 2.23 1.78 1.71  0.000

=====

ORCA calculation (ωB97M-V/def2-TZVPD) on a structure of composition C18H21GaIN7O8 in a non-equilibrium geometry.

Its charge is -2. As for the calculated total energy: -3905.8054 Ha. The orbital gap (spin up / spin down) is 4.43 / 2.80 eV. The largest force on an atom is 6.55 eV/A. The value obtained for the LUMO energy (spin up / spin down) is 0.144 / 0.144 Ha.

Each line ends with the Löwdin charge.
Element x y z (Å)
C1 1.71 -0.24 -3.40  -0.230
I1 -1.29 0.52 -2.50  0.701
H1 0.91 -0.40 -4.18  -0.001
H2 2.12 -1.28 -3.18  0.057
H3 2.30 0.63 -3.76  0.035
C2 -1.45 3.95 0.74  -0.063
C3 -2.63 3.42 0.50  -0.066
N1 -2.41 2.15 0.07  -0.113
C4 -1.08 1.86 0.12  -0.218
N2 -0.49 3.03 0.47  -0.080
H4 -1.20 4.91 1.07  0.106
H5 -3.60 3.82 0.51  0.112
C5 1.64 -3.68 0.12  -0.037
C6 0.51 -1.71 -0.26  -0.103
N3 1.67 -2.29 0.24  -0.092
H6 0.14 -4.90 -0.89  0.111
N4 -0.20 -2.81 -0.67  -0.106
H7 2.47 -4.27 0.44  0.104
Ga1 -0.12 0.19 -0.20  0.099
C7 2.00 0.44 -1.92  -0.398
O1 2.97 0.99 -1.39  -0.096
C8 0.52 -3.95 -0.56  -0.078
C9 -1.42 -2.82 -1.42  -0.092
H8 -2.24 -2.44 -0.79  0.080
H9 -1.67 -3.88 -1.66  0.090
H10 -1.42 -2.20 -2.37  0.009
C10 2.73 -1.58 0.93  -0.034
H11 3.68 -2.14 0.72  0.094
H12 2.58 -1.47 2.05  0.114
H13 2.85 -0.55 0.50  0.079
C11 0.91 3.26 0.56  -0.009
H14 1.15 4.27 0.29  0.089
H15 1.47 2.61 -0.10  0.070
H16 1.30 3.10 1.55  0.087
C12 -3.46 1.32 -0.39  -0.150
H17 -3.16 0.79 -1.31  -0.108
H18 -4.31 1.92 -0.71  0.086
H19 -3.81 0.55 0.30  0.094
O2 -0.69 -0.38 7.65  -0.148
N5 -1.17 -0.98 6.67  -0.492
O3 -2.09 -1.81 6.79  -0.147
C13 -0.69 -0.69 5.36  -0.164
C14 0.36 0.29 5.25  0.034
C15 0.83 0.56 3.97  -0.098
C16 0.23 0.08 2.81  -0.304
O4 0.72 0.55 1.71  -0.138
C17 -0.82 -0.89 2.96  -0.070
C18 -1.22 -1.35 4.22  0.068
N6 -1.49 -1.55 1.83  -0.369
O5 -1.92 -2.72 1.83  -0.064
O6 -1.77 -0.71 0.87  -0.188
N7 2.05 1.44 3.80  -0.298
O7 2.17 2.31 4.70  -0.001
O8 2.87 1.21 2.89  0.021
H20 0.79 0.79 6.11  0.098
H21 -2.00 -2.13 4.32  0.118

=====

ORCA calculation (ωB97M-V/def2-TZVPD) on an isolated molecule of C18H21N3O4.

As for the calculated total energy: -1163.7564 Ha. The orbital gap is 8.50 eV. The largest force on an atom is 0.98 eV/A. The value obtained for the LUMO energy is 0.018 Ha. For the energy relative to the best compared isomer or geometry (same formula, charge and spin), the calculation gives 1.957 eV.

Each line ends with the Löwdin charge.
Element x y z (Å)
C1 2.00 2.62 -3.69  -0.043
O1 1.96 1.21 -3.53  -0.042
C2 1.04 0.74 -2.68  -0.421
O2 0.29 1.50 -2.08  0.082
C3 1.05 -0.72 -2.56  -0.071
C4 1.90 -1.47 -3.38  -0.020
C5 1.96 -2.84 -3.28  -0.085
C6 1.15 -3.49 -2.36  -0.063
C7 0.30 -2.78 -1.54  0.000
C8 0.23 -1.39 -1.62  -0.166
N1 -0.61 -0.65 -0.82  0.170
C9 -1.31 -1.06 0.30  -0.490
O3 -1.28 -2.19 0.76  0.060
N2 -2.07 -0.08 0.87  -0.036
C10 -2.29 1.27 0.41  -0.115
C11 -1.46 2.25 1.26  -0.139
N3 -1.41 1.84 2.66  -0.163
C12 -0.09 1.50 3.16  -0.106
C13 0.63 0.36 2.50  -0.261
C14 0.79 -0.95 2.85  -0.028
C15 1.62 -1.53 1.86  -0.052
C16 1.91 -0.53 0.98  -0.125
O4 1.32 0.62 1.36  0.032
C17 -2.50 0.97 3.04  -0.157
C18 -2.59 -0.33 2.20  -0.115
H1 1.05 2.99 -4.08  0.099
H2 2.20 3.11 -2.73  0.098
H3 2.81 2.82 -4.39  0.095
H4 2.52 -0.94 -4.09  0.116
H5 2.62 -3.40 -3.93  0.100
H6 1.19 -4.57 -2.28  0.107
H7 -0.32 -3.29 -0.82  0.103
H8 -0.54 0.35 -1.00  0.085
H9 -2.06 1.39 -0.64  0.117
H10 -3.36 1.48 0.54  0.126
H11 -1.91 3.25 1.20  0.119
H12 -0.45 2.30 0.86  0.112
H13 0.53 2.40 3.07  0.132
H14 -0.20 1.26 4.22  0.128
H15 0.38 -1.44 3.70  0.115
H16 1.95 -2.54 1.81  0.108
H17 2.50 -0.51 0.09  0.124
H18 -3.42 1.55 2.92  0.116
H19 -2.40 0.72 4.09  0.120
H20 -2.00 -1.13 2.64  0.107
H21 -3.64 -0.66 2.15  0.126

=====

ORCA calculation (ωB97M-V/def2-TZVPD) on an isolated molecule of C18H21N5O3 in a non-equilibrium geometry.

As for the calculated total energy: -1198.0214 Ha. The orbital gap is 8.72 eV. The largest force on an atom is 1.27 eV/A. The value obtained for the LUMO energy is 0.026 Ha. For the energy relative to the best compared isomer or geometry (same formula, charge and spin), the calculation gives 2.691 eV.

Each line ends with the Löwdin charge.
Element x y z (Å)
O1 -0.83 -1.16 -1.36  0.067
C1 -0.93 -1.09 -0.15  -0.478
C2 0.09 -0.44 0.77  -0.120
N1 1.21 0.13 0.06  -0.166
C3 2.01 1.02 0.89  -0.171
C4 3.05 1.72 0.02  -0.133
N2 3.87 0.73 -0.64  -0.068
C5 5.14 0.50 -0.28  -0.358
N3 5.78 -0.54 -0.84  0.123
C6 7.04 -0.72 -0.51  -0.142
C7 7.72 0.11 0.37  -0.072
C8 6.97 1.16 0.90  -0.143
N4 5.71 1.36 0.60  0.120
C9 3.11 -0.21 -1.42  -0.125
C10 2.06 -0.89 -0.55  -0.161
N5 -1.98 -1.61 0.53  0.061
C11 -3.14 -2.17 -0.15  -0.131
C12 -4.33 -1.26 -0.04  -0.213
C13 -5.48 -1.66 0.63  -0.048
C14 -6.59 -0.83 0.75  0.009
C15 -6.49 0.43 0.20  -0.207
C16 -5.33 0.84 -0.46  -0.192
C17 -4.25 0.02 -0.59  0.063
O2 -5.50 2.13 -0.91  0.039
C18 -6.81 2.50 -0.52  -0.159
O3 -7.41 1.44 0.18  0.035
H1 -0.42 0.38 1.31  0.130
H2 0.40 -1.19 1.53  0.136
H3 1.35 1.77 1.33  0.121
H4 2.52 0.47 1.70  0.130
H5 3.69 2.36 0.62  0.108
H6 2.54 2.31 -0.75  0.129
H7 7.52 -1.57 -0.97  0.106
H8 8.75 -0.05 0.63  0.089
H9 7.40 1.86 1.61  0.106
H10 3.80 -0.95 -1.84  0.110
H11 2.61 0.33 -2.23  0.132
H12 1.44 -1.53 -1.16  0.113
H13 2.56 -1.50 0.23  0.132
H14 -2.07 -1.44 1.52  0.145
H15 -2.85 -2.29 -1.19  0.128
H16 -3.36 -3.15 0.28  0.121
H17 -5.53 -2.65 1.05  0.107
H18 -7.49 -1.14 1.26  0.117
H19 -3.36 0.34 -1.11  0.130
H20 -6.76 3.39 0.13  0.140
H21 -7.41 2.74 -1.42  0.140